{"formula": "C20H17BIrN6O2S3", "method": "ωB97M-V/def2-TZVPD", "species": ["Ir", "C", "C", "N", "C", "S", "N", "N", "C", "C", "C", "C", "C", "C", "C", "N", "H", "H", "H", "H", "H", "H", "H", "H", "H", "H", "H", "H", "H", "S", "C", "C", "N", "C", "S", "C", "N", "O", "B", "O", "C", "C", "C", "C", "C", "C", "H", "H", "H", "H"], "xyz": [[0.486, -0.780, -0.040], [-3.854, 2.469, -2.479], [-3.840, 2.080, -1.007], [-3.655, 0.654, -0.790], [-2.469, 0.015, -0.704], [-1.001, 0.956, -0.751], [-2.539, -1.309, -0.624], [-1.351, -1.879, -0.512], [-1.283, -3.266, -0.552], [-2.501, -4.129, -0.566], [0.008, -3.786, -0.580], [0.279, -5.183, -0.623], [1.563, -5.631, -0.688], [2.623, -4.701, -0.716], [2.316, -3.362, -0.653], [1.068, -2.887, -0.574], [-4.143, 3.515, -2.595], [-4.566, 1.858, -3.036], [-2.867, 2.331, -2.924], [-4.771, 2.369, -0.520], [-3.036, 2.599, -0.489], [-4.449, 0.040, -0.893], [-3.389, -3.521, -0.703], [-2.602, -4.673, 0.378], [-2.448, -4.866, -1.368], [-0.546, -5.881, -0.605], [1.767, -6.694, -0.720], [3.655, -5.014, -0.773], [3.107, -2.623, -0.669], [0.312, -0.564, 2.337], [1.958, -0.602, 2.874], [2.135, -0.833, 4.302], [2.248, -1.020, 5.430], [3.065, -0.428, 2.126], [2.966, -0.124, 0.390], [4.400, -0.488, 2.666], [5.464, -0.546, 3.097], [2.038, 2.237, -0.790], [2.348, 1.607, 0.400], [2.115, 2.377, 1.511], [1.592, 3.553, 0.994], [1.158, 4.658, 1.683], [0.666, 5.709, 0.908], [0.617, 5.626, -0.482], [1.058, 4.489, -1.162], [1.545, 3.471, -0.382], [1.196, 4.702, 2.763], [0.312, 6.605, 1.400], [0.226, 6.461, -1.049], [1.019, 4.407, -2.241]], "lowdin_spin": [2.09, 0.01, 0.02, 0.14, 0.12, 0.23, 0.26, 0.51, 0.36, 0.05, 0.10, 0.11, 0.03, 0.17, 0.03, 0.27, 0.00, 0.00, 0.00, 0.00, 0.01, 0.00, 0.00, 0.02, 0.01, 0.01, 0.00, 0.01, 0.00, 0.23, 0.04, 0.01, 0.01, 0.04, 0.09, 0.01, 0.02, 0.01, 0.02, 0.00, 0.00, 0.00, 0.00, 0.00, 0.00, 0.00, 0.00, 0.00, 0.00, 0.00], "e_above_lowest_kj_mol": 0.0, "energy_ha": -2575.08471, "largest_force_ev_per_a": 1.415, "e_lumo_ev": [-0.150, -2.605], "multiplicity": 6}